Record 1
C25H34N3PdSb | the ωB97M-V functional and the def2-TZVPD basis

```
64
Properties=species:S:1:pos:R:3:forces:R:3
Pd -0.089 -0.417 -1.901 0.243 0.419 -1.179
N 1.843 -0.370 -3.200 -0.619 0.020 0.339
C 1.538 -0.894 -4.554 -0.086 -0.288 -0.194
C 0.494 -1.990 -4.462 0.245 0.065 -0.244
N -0.731 -1.556 -3.753 0.165 0.230 0.659
C -1.681 -0.699 -4.500 -0.023 0.224 -0.226
C -1.306 0.773 -4.496 -0.176 -0.150 -0.196
N -1.163 1.272 -3.108 0.331 -0.553 0.343
H 2.509 -0.989 -2.749 0.057 0.000 0.073
H 2.287 0.540 -3.266 0.020 0.064 0.063
H 1.219 -0.081 -5.197 0.038 0.054 0.050
H 2.433 -1.316 -5.016 0.050 0.062 0.056
H 0.255 -2.345 -5.469 -0.060 -0.010 0.034
H 0.910 -2.835 -3.911 -0.071 -0.040 0.017
H -1.232 -2.402 -3.496 -0.022 -0.029 0.071
H -1.770 -1.038 -5.536 -0.002 -0.065 0.035
H -2.662 -0.814 -4.037 -0.001 -0.075 -0.005
H -0.381 0.962 -5.030 0.010 0.047 0.030
H -2.088 1.318 -5.029 0.024 0.062 0.050
H -0.674 2.162 -3.107 0.053 0.028 0.063
H -2.082 1.451 -2.717 -0.066 0.033 0.062
C -2.985 -1.084 -0.178 -0.200 0.168 0.054
C -3.027 -0.482 1.180 -0.120 -0.260 0.055
C -4.229 -0.640 1.932 -0.123 0.098 0.251
C -4.333 -0.141 3.198 -0.405 -0.104 -0.141
C -3.222 0.491 3.792 -0.044 0.098 0.209
C -2.021 0.686 3.054 -0.028 -0.260 -0.507
C -1.917 0.202 1.775 0.951 0.449 0.240
Sb 0.051 0.369 0.822 0.282 -0.508 0.013
C 1.136 -1.161 1.902 -0.568 0.693 -0.428
C 1.144 -1.112 3.290 0.007 -0.233 0.099
C 1.742 -2.145 4.000 -0.022 0.213 0.040
C 2.333 -3.194 3.314 0.131 -0.112 -0.016
C 2.290 -3.247 1.927 0.018 0.199 -0.111
C 1.706 -2.219 1.189 -0.072 -0.113 0.158
C 1.753 -2.266 -0.317 -0.098 -0.004 0.069
C 0.680 2.308 1.604 -0.796 -0.529 -0.397
C -0.264 3.301 1.574 0.371 -0.379 0.296
C 0.055 4.588 2.090 -0.102 0.159 0.058
C 1.352 4.875 2.549 0.294 0.193 0.081
C 2.298 3.891 2.575 -0.116 0.226 -0.095
C 2.009 2.587 2.056 0.323 0.020 0.091
C 3.115 1.613 1.973 0.045 0.178 -0.105
H -3.990 -1.310 -0.534 0.045 -0.050 -0.007
H -2.433 -2.033 -0.139 0.075 0.035 -0.008
H -2.518 -0.403 -0.898 0.136 -0.057 0.016
H -5.070 -1.157 1.483 0.012 0.022 -0.032
H -5.271 -0.223 3.734 0.089 -0.065 0.120
H -3.271 0.816 4.827 -0.048 0.021 -0.033
H -1.193 1.196 3.529 -0.052 0.009 0.074
H 0.696 -0.288 3.836 -0.027 -0.012 -0.012
H 1.740 -2.126 5.082 0.092 0.005 -0.001
H 2.862 -3.966 3.856 -0.162 -0.086 0.027
H 2.727 -4.088 1.403 0.076 0.007 0.050
H 2.260 -3.166 -0.661 -0.039 0.003 -0.060
H 2.295 -1.400 -0.702 0.026 -0.031 -0.025
H 0.727 -2.298 -0.752 0.107 -0.030 -0.007
H -1.273 3.110 1.230 -0.015 0.086 -0.029
H -0.730 5.331 2.177 0.071 0.066 -0.096
H 1.607 5.878 2.869 -0.106 -0.017 0.101
H 3.299 4.104 2.930 0.005 -0.043 0.024
H 4.080 2.112 1.867 -0.037 0.048 0.006
H 2.988 0.893 1.167 -0.020 -0.119 0.102
H 3.176 1.065 2.927 -0.065 -0.080 -0.025
```
Positions in Å, forces in eV/Å.

<S²>: 6.042
Multiplicity: 5
E_HOMO (spin up / spin down), hartree: -0.71728 / -0.71770
Charge: +4
Gap between HOMO and LUMO (spin up / spin down), eV: 8.12 / 4.44

natural (NBO) population analysis, charges in e, atoms 1 to 4: number 1, Pd, carries 0.95; number 2, N, carries -0.79; number 3, C, carries -0.26; number 4, C, carries -0.26


Record 2
C25H34N4O5 | the ωB97M-V functional and the def2-TZVPD basis

```
68
Properties=species:S:1:pos:R:3:forces:R:3
O -2.091 2.071 -0.750 -6.131 2.915 -7.631
C -1.287 1.887 0.008 6.812 -5.070 9.410
N -1.669 1.428 1.297 10.745 2.688 -3.347
H -0.844 0.992 1.816 -2.297 0.686 -0.467
C -2.870 1.022 1.394 -5.106 -5.156 9.599
C -3.138 1.507 2.954 -4.791 1.726 -5.670
C -4.451 1.098 3.434 -6.929 1.898 -2.483
C -4.914 -0.359 3.350 6.551 0.001 0.149
C -4.568 -1.001 2.007 3.681 6.315 2.876
C -3.055 -0.532 1.633 -1.938 -2.698 -1.646
H -2.500 -1.093 2.492 -0.062 1.578 -1.720
H -2.978 -1.114 0.627 0.833 0.871 1.495
H -4.528 -1.966 1.932 -0.322 -5.726 0.046
H -5.253 -0.582 1.419 -2.623 1.368 -3.396
H -4.216 -0.753 4.081 0.683 -1.088 0.358
H -5.738 -0.675 3.791 -4.650 -0.467 1.449
H -4.729 1.666 4.331 0.128 -0.807 0.416
H -5.277 1.559 2.703 1.445 -0.129 0.978
H -2.667 1.246 3.744 5.565 -2.767 4.248
H -3.099 2.579 3.042 -0.017 0.739 -0.597
H -3.616 1.326 0.758 -1.270 1.272 -1.502
N 0.102 1.764 -0.161 -5.842 5.577 -7.720
C 1.074 1.245 0.553 7.182 -1.363 -1.791
C 1.190 -0.310 0.447 -0.432 3.480 -8.037
C 1.158 -0.859 -0.957 4.517 6.327 4.070
C 1.335 -2.180 -0.986 0.182 -5.428 -5.098
C 1.811 -2.864 -2.309 -5.845 -6.785 15.414
C 1.435 -4.290 -2.218 5.896 3.947 -3.587
C 1.330 -5.125 -1.109 -2.454 6.357 2.140
C 0.973 -4.369 0.065 -1.782 -6.259 1.729
C 0.847 -3.027 0.133 4.108 0.229 -8.255
N 0.600 -2.372 1.144 -3.117 1.880 10.532
C 0.657 -0.982 1.493 4.256 -8.487 -15.189
O 0.435 -0.512 2.429 -4.930 6.425 18.041
H 0.413 -2.923 2.023 -0.050 0.566 -1.184
H 0.472 -5.011 1.029 1.737 1.723 -2.694
O 1.065 -6.367 -1.309 -0.051 -2.768 4.523
C 1.945 -7.016 -2.092 -2.620 -2.548 -8.306
C 1.385 -6.251 -3.541 8.580 0.473 1.929
H 1.845 -6.805 -4.338 0.238 0.561 -0.838
O 2.007 -4.807 -3.397 -3.505 -4.494 -0.651
H 0.420 -6.415 -3.486 -5.056 0.401 0.036
H 1.528 -8.110 -2.375 1.172 2.250 1.535
H 3.024 -6.971 -2.264 -0.011 0.527 1.749
H 1.882 -2.467 -3.122 1.292 4.770 -9.134
H 1.778 -0.094 -1.732 -2.391 -2.332 1.696
H 1.144 1.638 1.495 -0.015 0.489 2.907
H 2.203 1.839 0.059 -2.975 -2.031 1.358
C 0.217 2.406 -1.677 4.921 -1.588 2.479
H -0.230 1.667 -2.334 -0.630 0.600 -0.209
H 1.347 2.268 -1.860 -1.414 0.186 0.201
C -0.087 3.895 -1.865 5.868 -2.553 8.016
N 0.542 5.037 -1.061 4.339 -2.502 0.161
C 0.436 4.985 0.391 -4.416 0.183 1.177
H -0.658 5.001 0.519 -0.074 -0.470 0.587
C 0.913 6.216 1.153 2.275 2.037 -19.583
O 2.277 6.291 0.677 0.892 0.988 7.518
C 2.664 6.110 -0.557 -1.505 4.018 -2.516
C 2.047 4.894 -1.126 -1.280 3.484 -1.465
H 2.537 4.979 -2.011 0.088 -0.086 -4.161
H 2.604 4.132 -0.789 0.703 -3.865 2.420
H 3.772 6.283 -0.541 -0.858 -0.769 -0.584
H 2.154 7.095 -1.182 1.397 -2.203 0.757
H 0.780 6.134 2.028 -1.284 -0.238 12.138
H 0.498 7.110 0.380 -0.075 -1.542 3.039
H 0.822 4.122 0.910 0.361 -0.726 -0.201
H -0.975 4.006 -1.671 -9.688 1.270 1.406
H 0.139 4.134 -2.725 1.991 2.140 -8.918
```
Positions in Å, forces in eV/Å.

Energy above the lowest of the compared OMol25 structures with the same formula, charge and spin, eV: 25.840
E_HOMO, hartree: -0.28626
Gap between HOMO and LUMO, eV: 6.79

natural (NBO) population analysis, charges in e, atoms 1 to 4: number 1, O, carries -0.62; number 2, C, carries 0.82; number 3, N, carries -0.69; number 4, H, carries 0.42


Record 3
C25H34NSSc | the ωB97M-V functional and the def2-TZVPD basis

```
62
Properties=species:S:1:pos:R:3:forces:R:3
C 1.231 -1.064 -1.781 -1.893 -3.255 -3.798
H 0.874 -1.874 -2.466 0.689 1.205 -0.081
H 1.023 0.024 -2.186 0.697 -1.943 0.515
H -0.458 -1.929 -0.480 -0.667 0.073 1.459
C 2.571 -1.434 -1.157 -0.224 0.546 1.004
H 2.933 -0.579 -0.510 0.162 -0.347 -0.486
H 2.480 -2.295 -0.444 0.001 0.354 -0.621
C 3.539 -1.740 -2.290 -0.167 0.176 0.040
H 4.539 -1.838 -1.911 0.543 -0.118 -0.001
H 3.224 -2.662 -2.781 0.119 0.059 0.059
H 3.492 -0.936 -3.027 0.165 -0.054 0.054
C -0.863 1.768 0.879 1.400 -0.527 -0.757
C 0.538 2.017 0.711 -0.941 -0.125 -1.568
C 0.823 1.993 -0.708 -1.028 -0.604 1.028
C -0.410 1.655 -1.389 0.074 0.026 1.402
C -1.437 1.521 -0.397 1.561 0.234 -0.482
C -2.869 1.348 -0.680 -0.769 -0.304 -0.089
C -0.618 1.697 -2.851 -0.212 0.033 -0.714
C 2.089 2.392 -1.354 0.803 0.246 -0.425
C 1.497 2.327 1.781 0.581 0.105 0.807
C -1.579 1.810 2.163 -0.389 -0.187 0.722
Sc 0.579 -0.310 -0.163 -1.902 5.312 4.467
H -1.539 1.181 -3.130 0.141 0.033 -0.084
H -0.707 2.730 -3.215 0.056 -0.170 0.114
H 0.200 1.235 -3.413 -0.060 0.120 -0.063
H -3.047 1.050 -1.717 -0.024 0.056 0.149
H -3.312 0.581 -0.036 -0.042 0.146 -0.044
H -3.428 2.278 -0.505 0.150 -0.189 -0.014
H -0.936 1.507 2.995 -0.054 0.133 -0.013
H -1.943 2.821 2.387 0.050 -0.176 -0.035
H -2.450 1.146 2.166 -0.032 0.077 -0.020
H 2.533 2.201 1.457 -0.061 0.088 0.031
H 1.393 3.357 2.149 0.020 -0.167 -0.086
H 1.349 1.670 2.645 0.048 0.135 0.063
H 2.351 1.747 -2.200 0.002 0.143 0.030
H 2.045 3.417 -1.748 -0.053 -0.182 0.117
H 2.925 2.358 -0.650 -0.045 0.051 -0.121
N -1.334 -1.500 0.669 1.085 -0.348 -4.186
S -1.085 -1.896 2.252 -0.242 -1.725 -0.535
C -2.780 -2.097 2.778 -1.247 0.406 0.230
C -2.991 -2.748 3.989 0.022 -0.369 0.686
C -4.294 -2.953 4.477 0.470 0.722 -1.278
C -5.378 -2.464 3.725 -0.051 -0.535 0.886
C -5.168 -1.782 2.542 0.373 0.323 -0.621
C -3.866 -1.576 2.056 0.158 -0.183 0.066
C -0.531 -3.594 2.161 2.958 0.586 1.574
C 0.821 -3.843 2.600 -2.490 0.469 -0.764
C 1.276 -5.144 2.541 2.551 0.379 0.879
C 0.521 -6.179 2.075 -2.813 -0.375 -1.128
C -0.829 -5.924 1.623 2.519 0.914 0.994
C -1.299 -4.610 1.695 -2.439 -1.361 -1.043
H -2.055 -2.050 0.145 0.245 0.496 1.210
H -2.129 -3.106 4.562 -0.372 0.013 -0.126
H -4.441 -3.474 5.405 -0.049 -0.089 0.181
H -6.399 -2.635 4.100 0.553 0.159 -0.274
H -6.014 -1.392 1.964 0.394 -0.179 0.288
H -3.709 -1.029 1.128 -0.146 -0.132 0.298
H 1.398 -3.010 2.960 0.378 0.005 0.247
H 2.324 -5.339 2.893 -1.146 0.140 -0.385
H 0.893 -7.197 2.021 0.088 0.193 0.115
H -1.425 -6.723 1.251 -0.440 -0.351 -0.201
H -2.352 -4.414 1.372 0.939 -0.160 0.326
```
Positions in Å, forces in eV/Å.

Energy above the lowest of the compared OMol25 structures with the same formula, charge and spin, eV: 4.409
E_HOMO (spin up / spin down), hartree: -0.50134 / -0.50133
Charge: +2
Gap between HOMO and LUMO (spin up / spin down), eV: 5.99 / 5.98

natural (NBO) population analysis, charges in e, atoms 1 to 4: number 1, C, carries -0.85; number 2, H, carries 0.29; number 3, H, carries 0.31; number 4, H, carries 0.32


Number 1: E -1503.78415 Eh, maximum force 1.27 eV/A. Number 2: E -1567.43383 Eh, maximum force 19.82 eV/A. Number 3: E -2185.97077 Eh, maximum force 7.20 eV/A.